This record from the OMol25 dataset describes a molecular structure, C40H50GeNO3PZn at a distorted geometry. The level of theory is ωB97M-V with the def2-TZVPD basis set.

E_tot = -164142.689 eV
molecular weight = 761.8 g mol⁻¹
net charge = +1
HOMO (alpha / beta) = -0.3830 / -0.3912 Eh
energy relative to the best compared isomer or geometry (same formula, charge and spin) = 0.0 kJ/mol
LUMO (alpha / beta) = -2.252 / -4.915 eV
⟨S²⟩ = 0.76
spin multiplicity = 2

Atoms and positions in Å:
Ge: -1.30 1.17 -3.07
Zn: -0.65 -0.14 -0.72
P: 0.21 -0.43 2.05
O: -2.46 0.51 -1.76
O: -0.30 1.72 -1.48
O: -0.28 -0.46 -2.74
N: 1.98 0.82 0.78
C: -3.69 -2.58 3.00
C: -2.04 -0.96 3.68
C: -4.42 0.22 -0.46
C: 0.38 2.98 -1.31
C: 0.03 2.93 4.30
C: -0.11 3.97 -2.36
C: -1.43 -1.06 2.45
C: 3.95 2.15 0.72
C: 0.40 -1.20 -3.75
C: 2.72 1.83 1.25
C: 1.88 2.78 -1.46
C: -3.54 -3.59 0.74
C: 0.88 -3.15 2.21
C: -1.89 -2.75 -0.81
C: 1.42 1.39 5.52
C: 1.28 0.45 4.51
C: -2.94 -3.65 -0.48
C: 0.52 0.75 3.38
C: -0.11 2.00 3.29
C: 5.80 1.72 -0.93
C: -1.45 -1.82 0.10
C: -4.33 -0.57 -2.83
C: -0.62 -1.95 -4.60
C: 1.33 -2.18 -3.04
C: 3.11 -3.98 2.58
C: -3.09 -2.68 1.72
C: 3.68 0.36 -0.82
C: 1.76 -4.21 2.37
C: 2.71 -1.61 2.48
C: -4.38 1.88 -2.32
C: 2.46 0.10 -0.23
C: 0.04 3.49 0.08
C: -3.89 0.51 -1.85
C: 0.80 2.63 5.42
C: -3.19 -1.72 3.95
C: 4.46 1.40 -0.34
C: -1.99 -1.84 1.41
C: 1.34 -1.84 2.26
C: 1.22 -0.26 -4.62
C: 3.58 -2.67 2.65
H: -4.03 2.66 -1.63
H: -4.38 -4.24 0.97
H: -0.16 -3.36 2.05
H: 0.78 -2.75 -2.29
H: 0.16 3.64 -3.37
H: 1.77 -2.88 -3.75
H: -1.48 -2.77 -1.81
H: 1.89 -0.82 -5.28
H: 3.09 -0.60 2.55
H: 1.76 -0.51 4.61
H: 4.63 -2.47 2.83
H: 2.28 2.21 -0.63
H: 0.58 0.37 -5.25
H: -4.55 -3.19 3.22
H: 0.29 2.73 0.82
H: -5.42 -0.65 -2.86
H: -1.61 -0.34 4.46
H: -3.92 -1.53 -2.54
H: 4.02 -0.26 -1.64
H: 2.01 1.15 6.40
H: -0.13 -2.48 -5.42
H: 2.10 2.24 -2.39
H: 4.51 2.98 1.13
H: -1.17 -2.67 -4.00
H: 1.38 -5.22 2.34
H: 0.91 3.36 6.21
H: 0.60 4.40 0.31
H: -3.98 -0.33 -3.84
H: 2.30 2.39 2.08
H: -4.01 2.11 -3.32
H: 2.14 -1.64 -2.55
H: -3.27 -4.36 -1.23
H: 0.36 4.94 -2.20
H: -4.07 -0.75 -0.11
H: 6.57 1.71 -0.16
H: 6.08 1.01 -1.71
H: -1.34 -1.25 -5.03
H: -1.19 4.10 -2.32
H: -0.72 2.23 2.42
H: -1.03 3.70 0.16
H: 1.83 0.40 -3.99
H: 5.80 2.72 -1.37
H: -5.51 0.21 -0.46
H: 2.39 3.75 -1.50
H: -4.08 0.98 0.25
H: 1.83 -0.72 -0.58
H: 3.80 -4.80 2.70
H: -0.46 3.89 4.22
H: -3.67 -1.64 4.91
H: -5.47 1.91 -2.34